Formula: C5H4N2O
Source: the OMol25 dataset
Level of theory: ωB97M-V/def2-TZVPD

XYZ file:
```
12
Properties=species:S:1:pos:R:3:forces:R:3:nbo_charge:R:1
C 1.816489 0.024264 0.011911 -0.574 6.351 0.412 -0.24
C 1.116822 -1.069695 -0.023075 -5.496 -5.236 -0.459 -0.39
C -0.289545 -0.646674 -0.193468 9.680 1.624 -0.787 0.47
C -2.320692 -0.019259 0.029421 -1.762 -1.428 1.888 0.28
C 1.039065 1.195102 0.057125 -1.830 -1.828 -1.566 -0.18
H 2.812418 0.057960 -0.184373 2.974 0.237 0.383 0.22
H 1.540408 -2.092551 0.169596 -0.994 1.128 -0.640 0.23
H -3.457583 -0.309946 0.500917 3.621 0.898 -2.012 0.26
H 1.219511 2.227598 0.163160 0.246 0.762 -0.421 0.22
N -1.767641 1.141704 -0.040546 2.283 -3.315 -0.674 -0.22
N -0.345029 0.694995 -0.382979 0.891 1.586 2.820 -0.23
O -1.364224 -1.203499 -0.107694 -9.039 -0.779 1.055 -0.42
```
Forces are in eV/Å.

LUMO level (eV): 0.61
HOMO level (eV): -7.23
Net charge: 0
SMILES string: c1cc2ocnn2c1
2S+1: 1
Relative energy (zero: lowest compared OMol25 entry of this formula, charge and spin) (kcal per mole): 98.9
Orbital gap (eV): 7.847
Strongest force on any atom (eV/A): 9.847
M (g mol⁻¹): 108.1
DFT total energy (Ha): -377.5065

***

Formula: C28H28BaCl2N8O3S
Source: the OMol25 dataset
Level of theory: ωB97M-V/def2-TZVPD

XYZ file:
```
71
Properties=species:S:1:pos:R:3:forces:R:3:lowdin_charge:R:1
Ba -0.401678 -0.448774 0.561124 1.710 -2.512 0.093 1.89
Cl -5.492407 4.813407 0.297985 0.191 -0.024 0.099 0.64
C -4.055568 3.941494 0.765685 -0.124 0.088 -0.048 -0.68
C -3.891302 2.649931 0.297244 0.015 0.062 -0.179 -0.05
C -2.763903 1.901020 0.614885 0.043 -0.817 -0.214 -0.22
N -2.641993 0.523242 0.240283 -1.085 0.893 -0.157 -0.13
C -3.103452 0.081995 -0.932771 -0.156 -0.082 0.164 -0.55
O -3.549430 0.705371 -1.909032 0.048 -0.034 0.095 -0.01
C -3.038120 -1.463037 -1.106112 0.273 0.361 0.262 -0.22
C -3.885868 -2.055350 -2.029450 -0.027 -0.090 -0.094 -0.01
C -3.793053 -3.419546 -2.240130 -0.068 -0.038 -0.102 -0.05
C -2.838998 -4.154730 -1.550960 0.046 -0.014 0.048 -0.06
C -2.025296 -3.488753 -0.652691 -0.184 0.283 -0.045 -0.15
N -2.130419 -2.175847 -0.419488 -0.822 -0.463 -0.330 -0.08
C -1.770293 2.477019 1.439836 0.610 -0.420 0.333 -0.23
C -1.964465 3.769412 1.921257 0.094 0.054 -0.109 -0.07
C -3.087222 4.505598 1.583878 -0.030 0.055 0.015 -0.69
Cl -3.231473 6.130612 2.195428 -0.043 -0.128 -0.078 0.64
N -0.660207 1.669615 1.859849 -0.341 1.245 0.383 -0.12
C 0.540494 2.219688 2.048582 -0.043 -0.086 0.326 -0.55
O 0.951666 3.368725 1.814794 -0.123 -0.079 0.021 -0.02
C 1.584779 1.272976 2.701264 -0.461 -0.007 -0.375 -0.20
C 2.541952 1.843572 3.531248 0.064 -0.009 -0.001 0.00
C 3.459490 1.021636 4.156229 0.094 0.051 0.083 -0.05
C 3.416632 -0.346400 3.925731 0.009 -0.050 -0.013 -0.06
C 2.451713 -0.830414 3.066415 -0.137 0.163 -0.192 -0.16
N 1.549689 -0.048917 2.455086 0.322 0.361 0.621 -0.04
H -4.645752 2.222808 -0.346776 0.009 -0.007 0.020 0.11
H -4.581915 -1.430909 -2.570924 0.009 0.008 0.015 0.12
H -4.450092 -3.908996 -2.950241 0.023 0.027 0.033 0.11
H -2.721979 -5.219958 -1.701453 -0.030 0.029 -0.019 0.10
H -1.257168 -4.018388 -0.098345 -0.008 0.051 0.003 0.09
H -1.212032 4.222767 2.550191 -0.002 -0.039 -0.002 0.11
H 2.545882 2.916770 3.659562 -0.032 -0.027 -0.019 0.12
H 4.208100 1.439585 4.818843 -0.026 0.000 -0.018 0.11
H 4.116262 -1.027900 4.391185 -0.004 0.049 0.014 0.10
H 2.390927 -1.888695 2.837995 -0.008 -0.007 0.001 0.09
C 3.703944 0.741519 -0.055643 -0.043 -0.125 -0.107 -0.14
O 3.385960 -0.633522 -0.292749 0.083 0.247 -0.003 -0.14
H 4.396480 1.048469 -0.836383 0.040 -0.043 0.006 0.08
H 4.180186 0.882704 0.917896 0.028 -0.015 0.028 0.07
H 2.820028 1.378652 -0.117706 -0.039 -0.007 0.009 0.05
H 2.750348 -0.890474 0.378565 -0.060 -0.129 0.131 -0.01
C 3.196904 -5.712280 2.229801 -0.026 0.043 0.070 -0.09
C 2.865703 -5.278510 0.804711 -0.302 0.474 -0.153 -0.21
C 1.985915 -4.085416 0.745452 0.287 -0.389 0.012 -0.18
N 1.305718 -3.161960 0.687194 0.036 -0.024 0.089 0.15
H 3.825719 -6.600393 2.202455 -0.003 0.006 -0.013 0.08
H 2.294439 -5.948490 2.791286 -0.006 0.001 -0.014 0.08
H 3.736649 -4.929801 2.761324 -0.009 0.005 -0.010 0.08
H 2.365310 -6.071796 0.250533 -0.056 -0.046 0.021 0.12
H 3.768052 -5.030391 0.246547 0.053 0.032 0.007 0.12
S -0.714414 -1.930216 -4.757100 -0.434 -0.164 -0.164 1.02
C 0.469676 -2.954598 -4.089908 0.334 0.022 -0.102 -0.41
C 0.862004 -2.467053 -2.889928 -0.074 0.285 0.473 -0.25
N 0.197218 -1.334284 -2.448780 -0.263 -0.566 -0.448 -0.05
C -0.687176 -0.979568 -3.345077 0.284 0.370 0.405 -0.50
H 0.851495 -3.819069 -4.608339 -0.006 0.073 -0.033 0.06
H 1.638548 -2.895400 -2.270735 -0.070 0.054 0.017 0.09
H -1.376284 -0.145990 -3.220948 0.146 -0.099 -0.001 0.07
C -0.849445 3.843556 -3.099169 -0.069 0.005 0.269 -0.02
N -0.345497 3.643728 -1.742466 0.357 -0.352 0.023 -0.17
C -0.169333 4.804326 -0.856214 -0.101 -0.241 -0.243 -0.01
C 0.054505 2.445500 -1.372317 -0.584 0.332 0.126 -0.24
N 0.312239 1.369683 -1.016818 0.592 1.312 -1.023 -0.01
H -1.709283 4.510676 -3.044528 -0.008 0.009 -0.034 0.09
H -1.184018 2.893098 -3.506770 0.021 -0.018 -0.018 0.09
H -0.088829 4.283479 -3.745645 0.033 0.013 -0.026 0.09
H -1.138856 5.289284 -0.737566 0.015 0.045 0.046 0.09
H 0.542948 5.502428 -1.298418 0.020 0.026 -0.009 0.09
H 0.189659 4.461471 0.111268 0.015 0.018 0.037 0.06
```
Forces are in eV/Å.

LUMO level (eV): -0.09
HOMO level (eV): -6.89
Net charge: 0
2S+1: 1
Relative energy (zero: lowest compared OMol25 entry of this formula, charge and spin) (kcal per mole): 16.3
Orbital gap (eV): 6.806
Strongest force on any atom (eV/A): 3.040
M (g mol⁻¹): 764.9
DFT total energy (Ha): -3091.7107

***

Formula: C30H33N5O2PtTe
Source: the OMol25 dataset
Level of theory: ωB97M-V/def2-TZVPD

XYZ file:
```
72
Properties=species:S:1:pos:R:3:forces:R:3:lowdin_charge:R:1
Pt -0.047358 0.135581 0.139590 0.209 -0.374 0.018 1.33
N 3.559312 -1.583529 1.199851 -0.001 0.000 -0.030 0.22
C 2.302767 -1.201388 1.003128 0.027 -0.057 -0.041 -0.50
O 2.064949 -0.142603 0.374374 -0.191 0.110 0.053 -0.12
C 1.164105 -2.034716 1.509421 0.011 0.029 -0.045 -0.16
C -0.043058 -1.117825 1.711920 0.038 -0.042 0.216 -0.28
H 4.307189 -1.067031 0.763867 -0.004 0.003 0.010 0.13
H 3.771730 -2.457650 1.648990 -0.008 0.017 0.006 0.13
H 1.439469 -2.602048 2.401691 0.025 0.027 0.005 0.13
H 0.954340 -2.764845 0.719632 -0.009 0.002 0.022 0.14
H 0.085576 -0.488440 2.602848 -0.046 -0.131 -0.106 0.05
H -0.960315 -1.692136 1.827844 0.021 -0.003 -0.021 0.06
N -6.228863 -0.720343 0.233815 -0.116 0.077 0.017 0.13
C -5.109956 -0.966757 0.354748 -0.015 0.073 -0.062 -0.35
N -3.852046 -1.316164 0.566607 0.032 -0.511 0.102 0.11
C -2.820252 -0.888095 0.033922 0.002 0.743 0.037 -0.32
N -1.799867 -0.488363 -0.427793 -0.305 -0.156 0.062 -0.05
C 5.350861 4.341470 5.754788 -0.005 -0.002 -0.010 -0.03
C 4.144343 4.162282 4.879105 0.045 -0.004 0.015 -0.24
C 4.172752 3.315977 3.777705 -0.032 -0.024 -0.030 0.01
C 3.065019 3.134082 2.960612 -0.063 0.052 -0.016 -0.29
C 3.116943 2.161619 1.824122 0.044 0.016 0.073 -0.05
C 1.900237 3.835917 3.270591 -0.060 0.086 0.000 -0.35
Te 0.108815 3.811203 2.134654 -0.496 -0.134 0.422 1.93
N -0.012292 2.333644 0.816428 1.063 0.260 -1.083 -0.28
C 0.142871 2.685710 -0.488641 -0.278 -0.165 0.147 -0.61
O 0.057938 1.754116 -1.324991 0.076 0.038 0.103 -0.09
C 0.320331 4.075415 -0.998638 0.139 -0.041 0.136 -0.23
C -0.665420 4.615218 -1.816470 -0.023 0.010 0.012 -0.01
C -0.517295 5.902517 -2.307406 0.007 0.005 -0.005 -0.05
C 0.620876 6.638996 -2.006518 -0.005 0.003 -0.002 -0.06
C 1.619614 6.089864 -1.215733 -0.026 -0.007 -0.004 -0.06
C 1.468469 4.808671 -0.708531 -0.005 -0.026 0.061 -0.08
C -1.248772 2.754806 3.353799 -0.110 0.030 -0.009 -0.31
C -2.586009 2.939547 2.975333 -0.005 0.021 0.033 -0.30
C -3.091526 3.930591 1.952900 0.014 -0.011 -0.014 -0.06
C -3.560626 2.145785 3.576731 0.018 0.019 -0.045 0.00
C -3.245815 1.179659 4.512213 -0.003 -0.028 0.030 -0.24
C -4.303063 0.299184 5.111934 0.013 0.012 -0.005 -0.03
C -1.908929 1.027356 4.868735 0.008 0.041 0.022 0.00
C -0.893117 1.791591 4.314929 -0.005 -0.012 0.026 -0.28
C 0.512019 1.505809 4.775496 0.057 -0.028 -0.043 -0.03
C 1.837473 4.719868 4.357157 0.082 0.022 -0.101 -0.32
C 0.610337 5.498736 4.757846 -0.027 -0.034 0.029 -0.06
C 2.971907 4.853836 5.147760 -0.021 0.037 -0.019 0.00
H 6.168676 3.695802 5.441631 0.009 -0.003 0.002 0.08
H 5.111453 4.113137 6.793577 0.003 0.000 0.009 0.09
H 5.699880 5.374011 5.719844 0.008 0.009 0.002 0.09
H 5.083228 2.775200 3.547361 0.006 -0.008 -0.005 0.12
H 4.111848 1.731377 1.721583 0.002 0.005 0.024 0.09
H 2.852423 2.612755 0.868074 0.013 -0.031 -0.010 0.06
H 2.407115 1.356199 1.993599 0.007 0.004 -0.005 0.05
H -1.536183 4.023628 -2.066246 -0.019 -0.003 -0.007 0.13
H -1.286508 6.327783 -2.936821 -0.014 0.011 -0.009 0.11
H 0.735417 7.639369 -2.400003 -0.002 0.021 -0.013 0.11
H 2.517410 6.652810 -1.001379 0.014 0.011 0.002 0.11
H 2.264457 4.370453 -0.114398 -0.031 0.033 -0.003 0.10
H -2.324586 4.484852 1.414209 0.008 0.000 0.008 0.02
H -3.735196 4.665742 2.437603 -0.004 0.004 -0.002 0.10
H -3.692628 3.411670 1.205937 -0.003 0.004 -0.003 0.10
H -4.594636 2.287080 3.284559 -0.020 0.002 -0.014 0.13
H -5.297777 0.711413 4.957155 -0.012 0.000 -0.004 0.08
H -4.143012 0.167061 6.181281 0.001 -0.003 0.015 0.09
H -4.275963 -0.689082 4.649556 -0.007 -0.012 -0.007 0.09
H -1.646874 0.282960 5.611257 0.011 -0.018 0.019 0.12
H 0.482099 0.815469 5.615909 0.013 -0.046 -0.019 0.09
H 1.044267 2.396637 5.098543 -0.023 -0.015 0.042 0.07
H 1.109992 1.038863 3.985403 -0.004 0.074 0.007 0.07
H -0.096368 5.683205 3.946764 0.012 0.037 -0.010 0.03
H 0.901614 6.475751 5.139448 -0.012 -0.005 0.034 0.09
H 0.064815 4.979305 5.548849 -0.027 -0.017 -0.024 0.10
H 2.934879 5.528648 5.995947 -0.002 0.002 0.006 0.13
```
Forces are in eV/Å.

LUMO level (alpha / beta) (eV): -2.74 / -4.65
HOMO level (alpha / beta) (eV): -11.13 / -11.46
Net charge: +1
2S+1: 2
Relative energy (zero: lowest compared OMol25 entry of this formula, charge and spin) (kcal per mole): 19.6
Orbital gap (alpha / beta) (eV): 8.398 / 6.807
Strongest force on any atom (eV/A): 1.540
M (g mol⁻¹): 818.3
DFT total energy (Ha): -1974.2824

***

Formula: C33H20AuBrN4O2S2
Source: the OMol25 dataset
Level of theory: ωB97M-V/def2-TZVPD

XYZ file:
```
63
Properties=species:S:1:pos:R:3:forces:R:3:nbo_charge:R:1
Au -1.865345 0.823062 -0.650376 -0.183 -0.191 -0.195 0.68
S -0.296421 0.061129 5.131504 0.111 0.035 0.018 0.61
C 0.310862 -0.049840 6.680910 -0.010 0.002 -0.071 -0.26
C 1.691173 -0.275127 6.742229 0.009 0.007 -0.022 -0.23
C 2.250277 -0.355178 5.491535 0.045 0.029 0.083 -0.11
C 1.304463 -0.187693 4.449409 -0.171 0.014 0.129 -0.24
C 1.528321 -0.187570 3.088823 -0.107 0.030 -0.098 0.15
C 0.413240 -0.009093 2.157699 -0.007 -0.073 0.077 0.10
N 0.539357 0.042031 0.892228 0.060 -0.277 -0.077 -0.35
C 1.800620 -0.057057 0.340505 -0.008 0.219 -0.111 0.19
C 2.962682 -0.320602 1.164453 0.019 0.078 -0.170 0.00
C 4.263498 -0.445212 0.538130 0.093 -0.049 0.189 -0.16
C 4.409035 -0.249020 -0.771954 0.148 0.042 -0.177 -0.15
C 3.273913 0.107765 -1.597772 -0.053 -0.055 0.093 0.00
C 3.416614 0.407271 -2.919416 0.068 0.031 -0.059 -0.18
C 2.294561 0.818696 -3.676418 -0.031 0.131 0.046 0.07
C 1.010723 0.851072 -2.980777 0.009 0.141 -0.110 0.10
N 0.855098 0.541753 -1.753502 0.084 -0.276 0.127 -0.34
C 1.957778 0.178002 -1.008523 -0.035 0.054 0.117 0.24
C 2.377815 1.205754 -5.013646 0.121 -0.031 -0.068 -0.24
C 1.341769 1.661412 -5.853534 -0.013 0.030 -0.013 -0.10
C 1.774916 1.973393 -7.127753 0.018 -0.011 0.018 -0.25
C 3.139710 1.761948 -7.277210 -0.002 -0.011 0.046 -0.27
S 3.891257 1.194381 -5.888949 -0.093 -0.008 0.008 0.57
C 2.814260 -0.374920 2.511287 0.109 0.008 0.141 -0.17
H -0.352090 0.057937 7.526852 -0.030 -0.006 0.024 0.28
H 2.229739 -0.367939 7.671999 0.016 -0.001 0.014 0.27
H 3.302112 -0.519320 5.312940 0.012 0.000 0.012 0.25
H -0.590530 0.080407 2.558303 -0.091 -0.014 0.004 0.22
H 5.111988 -0.673911 1.169221 0.014 -0.022 -0.008 0.24
H 5.380379 -0.314580 -1.243988 0.012 -0.022 0.006 0.24
H 4.396556 0.363364 -3.377166 0.027 -0.012 0.009 0.24
H 0.128894 1.175488 -3.519454 -0.056 -0.066 -0.018 0.21
H 0.316841 1.767287 -5.533924 -0.020 -0.009 0.000 0.25
H 1.144510 2.341167 -7.921265 -0.020 0.011 -0.021 0.27
H 3.720277 1.928824 -8.171718 0.025 0.011 -0.032 0.28
H 3.677214 -0.526838 3.144426 0.025 -0.022 -0.017 0.24
N -2.760234 -0.904047 -1.112471 -0.081 0.050 0.033 -0.48
C -3.273268 -1.894117 -1.377884 0.071 0.225 0.107 0.49
C -3.943119 -3.110951 -1.697508 -0.111 -0.121 -0.072 -0.22
C -5.288648 -3.061167 -2.069305 0.035 0.003 0.018 -0.14
C -5.942836 -4.239343 -2.377912 -0.001 -0.013 -0.002 -0.20
C -5.262864 -5.448861 -2.316154 0.001 0.012 0.000 -0.15
C -3.924716 -5.491931 -1.945009 -0.007 -0.006 -0.003 -0.20
C -3.255004 -4.323560 -1.633500 -0.001 0.023 0.005 -0.15
H -5.805142 -2.112321 -2.110376 -0.006 0.010 -0.003 0.24
H -6.984146 -4.215778 -2.665677 -0.013 0.003 -0.005 0.24
H -5.780520 -6.366744 -2.559179 -0.004 -0.007 0.001 0.24
H -3.405856 -6.438659 -1.898442 0.012 -0.013 0.000 0.24
H -2.214087 -4.342873 -1.341850 0.013 0.001 0.002 0.23
Br -4.556316 2.053067 3.846431 -0.071 0.022 -0.010 0.10
C -2.798484 2.631220 3.503191 0.089 0.024 0.038 -0.15
C -2.021791 3.128958 4.541981 -0.081 -0.087 -0.048 0.01
N -0.756275 3.491760 4.371846 0.145 0.037 0.119 -0.41
C -0.224854 3.378036 3.158972 -0.097 -0.089 -0.067 0.05
C -0.931913 2.906678 2.052707 0.205 0.048 -0.101 -0.20
C -2.258073 2.542160 2.232418 -0.096 0.040 0.001 -0.18
C -0.189469 2.789810 0.728942 0.012 0.074 0.180 0.79
O 1.024087 2.927578 0.746484 0.160 -0.045 -0.046 -0.66
O -0.873533 2.560921 -0.341379 -0.293 0.102 -0.035 -0.81
H -2.438425 3.230546 5.537562 -0.005 0.002 0.007 0.21
H 0.807946 3.678076 3.035150 0.003 0.009 0.012 0.23
H -2.868524 2.203297 1.405852 0.027 -0.024 -0.026 0.24
```
Forces are in eV/Å.

LUMO level (alpha / beta) (eV): -9.47 / -9.47
HOMO level (alpha / beta) (eV): -13.12 / -13.11
Net charge: +2
2S+1: 1
Relative energy (zero: lowest compared OMol25 entry of this formula, charge and spin) (kcal per mole): 28.4
Orbital gap (alpha / beta) (eV): 3.650 / 3.648
Strongest force on any atom (eV/A): 0.329
M (g mol⁻¹): 845.6
DFT total energy (Ha): -5144.5125